The following is a DFT calculation (wB97M-V/def2-TZVPD) of one molecule with the formula C7H14O3 at a distorted geometry.

Properties
SMILES: CC[C@H](CO)CCC(=O)O
E: -13628.7824 eV
gap between HOMO and LUMO: 0.390 Eh
energy above the lowest of the compared OMol25 structures with the same formula, charge and spin: 0.400 eV

Geometry as XYZ:
```
24
Properties=species:S:1:pos:R:3:forces:R:3
C -2.8502 -1.2749 0.4161 -0.178 0.019 0.131
C -1.6090 -1.1936 -0.4673 0.049 -0.080 -0.228
C -0.4264 -0.4130 0.1266 0.068 0.012 0.159
C 0.8338 -0.7011 -0.7005 -0.045 -0.066 -0.192
C 2.1216 -0.0602 -0.1933 0.285 -0.068 0.291
C 2.2981 1.3951 -0.5575 0.308 1.136 -0.521
O 1.9089 1.8972 -1.5853 0.273 -0.553 1.083
O 0.1905 1.8654 0.9166 0.706 -0.131 0.998
C -0.7594 1.0758 0.2260 -0.433 -0.090 -0.089
H -3.6115 -1.9172 -0.0482 0.191 0.169 0.139
H -2.6039 -1.7035 1.3991 -0.073 0.105 -0.230
H -3.3096 -0.2908 0.5823 0.115 -0.272 -0.032
H -1.2661 -2.2166 -0.6873 -0.069 0.234 0.041
H -1.8731 -0.7491 -1.4420 0.077 -0.093 0.230
H -0.2590 -0.7793 1.1570 -0.012 0.007 -0.151
H 0.9878 -1.7896 -0.7172 -0.065 0.211 -0.003
H 0.6644 -0.3904 -1.7431 0.070 -0.023 0.248
H 2.2087 -0.1784 0.8965 -0.035 -0.035 -0.176
H 2.9940 -0.5744 -0.6283 -0.207 0.093 0.064
H -0.8032 1.5034 -0.7868 0.041 -0.066 0.242
H -1.7517 1.2084 0.6845 0.196 -0.067 -0.099
H 0.4347 1.5155 1.8073 -0.707 0.163 -1.111
O 3.0658 2.1546 0.3122 -0.393 -0.530 -0.723
H 3.4147 1.6167 1.0327 -0.160 -0.074 -0.071
```
Forces are in eV/Å.